1.
{
  "formula": "C30H33As2BiN3O10S2",
  "method": "wB97M-V/def2-TZVPD",
  "e_homo_ev": -5.45,
  "gap_ev": 8.0,
  "total_charge": -1,
  "symbols": ["Bi", "O", "C", "O", "C", "O", "C", "C", "O", "O", "H", "H", "H", "H", "H", "C", "As", "C", "C", "C", "C", "C", "C", "C", "As", "C", "C", "H", "H", "H", "H", "H", "H", "H", "H", "H", "H", "H", "H", "H", "H", "H", "H", "O", "S", "O", "O", "S", "O", "C", "N", "C", "C", "O", "N", "C", "C", "C", "C", "C", "C", "C", "C", "C", "C", "C", "C", "H", "H", "H", "H", "H", "H", "H", "H", "H", "H", "H", "N", "C", "H"],
  "xyz": [[0.297, 0.358, 0.422], [-3.539, 2.875, 0.281], [-2.928, 1.770, 0.749], [-2.892, 0.736, 0.137], [-2.328, 2.021, 2.116], [-1.667, 0.918, 2.657], [-2.454, -0.235, 2.937], [-2.094, -1.477, 2.104], [-2.907, -2.394, 2.101], [-0.939, -1.482, 1.558], [-3.753, 2.686, -0.645], [-3.124, 2.404, 2.771], [-1.581, 2.812, 2.007], [-3.522, -0.027, 2.838], [-2.257, -0.498, 3.983], [2.936, -3.035, -0.635], [1.395, -2.312, 0.289], [1.650, -2.936, 2.110], [0.029, -3.562, -0.355], [0.125, -4.890, 0.038], [-0.857, -5.809, -0.308], [-1.947, -5.397, -1.051], [-2.039, -4.075, -1.468], [-1.053, -3.155, -1.138], [-1.115, -1.303, -1.752], [-2.879, -1.165, -2.544], [-0.069, -1.550, -3.386], [3.112, -4.045, -0.257], [3.788, -2.392, -0.451], [2.724, -3.068, -1.701], [0.716, -3.377, 2.450], [1.893, -2.080, 2.736], [2.470, -3.655, 2.140], [0.962, -5.218, 0.647], [-0.775, -6.838, 0.021], [-2.734, -6.097, -1.301], [-2.903, -3.764, -2.042], [-3.641, -1.218, -1.770], [-3.022, -1.956, -3.283], [-2.937, -0.191, -3.028], [-0.523, -2.339, -3.988], [0.950, -1.819, -3.115], [-0.040, -0.614, -3.943], [-0.977, 2.157, -1.502], [0.141, 3.081, -1.308], [-0.005, 4.399, -1.857], [0.611, 3.003, 0.083], [1.746, 2.213, -2.376], [1.120, 2.564, 2.965], [2.097, 1.925, 2.651], [3.394, 2.251, 2.972], [4.349, 1.329, 2.410], [3.373, 0.302, 1.773], [3.738, -0.713, 1.207], [2.106, 0.736, 1.917], [5.232, 0.688, 3.477], [5.527, 1.395, 4.637], [6.363, 0.860, 5.606], [6.917, -0.399, 5.427], [6.629, -1.110, 4.273], [5.798, -0.571, 3.301], [5.144, 1.967, 1.273], [6.522, 1.868, 1.165], [7.182, 2.442, 0.085], [6.469, 3.107, -0.897], [5.085, 3.201, -0.799], [4.428, 2.639, 0.280], [3.610, 3.192, 3.249], [5.087, 2.370, 4.800], [6.576, 1.427, 6.503], [7.563, -0.823, 6.185], [7.053, -2.094, 4.122], [5.581, -1.125, 2.398], [7.088, 1.342, 1.922], [8.260, 2.362, 0.014], [6.985, 3.548, -1.741], [4.511, 3.704, -1.567], [3.347, 2.708, 0.341], [2.596, -0.247, -1.804], [1.795, 0.674, -1.453], [3.166, 0.015, -2.615]],
  "lowdin_charge": [1.693, 0.113, -0.521, 0.058, -0.139, -0.189, -0.113, -0.668, 0.016, -0.303, 0.128, 0.143, 0.137, 0.128, 0.131, -0.285, 1.120, -0.261, -0.389, -0.112, -0.089, -0.089, -0.100, -0.397, 1.126, -0.296, -0.287, 0.023, 0.004, 0.015, 0.031, 0.018, 0.030, 0.095, 0.097, 0.097, 0.085, 0.029, 0.019, 0.028, 0.026, -0.003, 0.027, -0.464, 0.146, -0.357, -0.489, 0.694, 0.060, -0.578, 0.145, -0.266, -0.457, 0.003, 0.006, -0.147, -0.028, -0.088, -0.103, -0.080, -0.028, -0.120, -0.021, -0.088, -0.096, -0.074, -0.013, 0.154, 0.107, 0.097, 0.095, 0.099, 0.110, 0.109, 0.096, 0.096, 0.092, 0.103, -0.052, -0.871, 0.038]
}

2.
{
  "formula": "C15H16BF16N2O3",
  "method": "wB97M-V/def2-TZVPD",
  "e_homo_ev": -13.26,
  "gap_ev": 8.0,
  "total_charge": 1,
  "symbols": ["N", "B", "O", "C", "C", "C", "C", "C", "N", "H", "H", "H", "H", "H", "H", "H", "H", "C", "C", "C", "F", "F", "F", "F", "O", "C", "C", "F", "F", "F", "F", "H", "H", "H", "H", "C", "C", "C", "F", "F", "F", "F", "O", "C", "C", "F", "F", "F", "F", "H", "H", "H", "H"],
  "xyz": [[4.408, 2.951, 5.065], [3.348, 3.133, 3.992], [3.774, 3.296, 2.557], [1.712, 3.150, 4.248], [1.016, 4.666, 4.313], [-0.609, 4.793, 4.543], [-1.511, 3.396, 4.702], [-0.668, 1.955, 4.590], [0.846, 1.890, 4.380], [5.059, 2.182, 4.723], [5.037, 3.807, 5.059], [3.004, 3.708, 2.044], [1.673, 5.644, 4.185], [-1.118, 5.872, 4.574], [-2.682, 3.407, 4.852], [-1.221, 0.912, 4.659], [1.358, 0.979, 4.327], [-0.186, -2.013, 0.425], [-1.295, -2.976, -0.023], [-2.712, -2.531, 0.321], [-2.905, -2.401, 1.653], [-3.619, -3.450, -0.107], [-1.032, -4.217, 0.466], [-1.204, -3.091, -1.386], [0.463, -2.328, 1.660], [-0.204, -1.869, 2.834], [-0.691, -3.016, 3.729], [-1.538, -3.844, 3.068], [-1.374, -2.543, 4.805], [-1.196, -1.018, 2.479], [0.708, -1.117, 3.508], [0.613, -2.089, -0.325], [-0.498, -0.963, 0.381], [-2.956, -1.580, -0.161], [0.150, -3.615, 4.091], [-0.919, -0.713, -6.884], [-1.090, 0.635, -6.168], [0.212, 1.348, -5.819], [0.990, 0.625, -4.982], [-0.042, 2.524, -5.182], [-1.870, 0.460, -5.068], [-1.808, 1.449, -7.004], [-0.990, -1.879, -6.059], [0.227, -2.240, -5.407], [0.136, -2.140, -3.880], [-0.193, -0.888, -3.477], [1.329, -2.432, -3.297], [1.243, -1.510, -5.925], [0.471, -3.529, -5.769], [-1.775, -0.813, -7.564], [-0.045, -0.730, -7.545], [0.790, 1.580, -6.718], [-0.617, -2.829, -3.485]],
  "lowdin_charge": [0.087, -0.391, 0.043, 0.036, 0.045, 0.030, 0.033, 0.060, 0.070, 0.101, 0.103, 0.115, 0.131, 0.126, 0.118, 0.136, 0.138, -0.045, -0.419, -0.287, 0.083, 0.100, 0.134, 0.098, 0.040, -0.474, -0.262, 0.101, 0.091, 0.109, 0.111, 0.152, 0.147, 0.177, 0.181, -0.053, -0.431, -0.290, 0.082, 0.087, 0.121, 0.105, 0.035, -0.472, -0.277, 0.081, 0.093, 0.122, 0.143, 0.154, 0.148, 0.177, 0.157]
}

3.
{
  "formula": "C2H9N3",
  "method": "wB97M-V/def2-TZVPD",
  "relative_energy_kcal_mol": 30.0,
  "e_homo_ev": -8.74,
  "gap_ev": 9.6,
  "total_charge": 0,
  "symbols": ["H", "N", "C", "N", "H", "H", "H", "C", "N", "H", "H", "H", "H", "H"],
  "xyz": [[-0.763, 0.862, 3.921], [-1.351, 0.853, 3.091], [-0.773, 0.397, 2.036], [-1.338, -0.194, 0.960], [0.320, 0.404, 2.101], [-2.211, -0.669, 0.773], [-0.856, -0.049, 0.069], [1.035, -0.783, -1.723], [0.798, 0.652, -1.797], [1.327, -1.113, -0.714], [1.777, -1.224, -2.419], [0.089, -1.317, -1.955], [1.517, 1.350, -1.615], [0.430, 0.831, -2.725]],
  "lowdin_charge": [0.021, 0.031, -0.416, 0.077, 0.105, 0.099, 0.051, -0.221, -0.077, 0.065, 0.065, 0.075, 0.066, 0.058]
}